No. 1
{"formula": "C6H6BF7NO5S", "method": "the ωB97M-V functional and the def2-TZVPD basis", "e_tot_ha": -1785.413005, "smiles": "CB(O)[C@@H](NS(=O)(=O)C(F)(F)C(F)(F)C(F)(F)F)C(=O)[O-]", "charge": -1, "homo_energy_ha": -0.1850, "homo_lumo_gap_ev": 8.08, "symbols": ["C", "B", "O", "C", "N", "S", "O", "O", "C", "F", "F", "C", "F", "F", "C", "F", "F", "F", "C", "O", "O", "H", "H", "H", "H", "H", "H"], "positions_angstrom": [[2.4875, -1.5180, 0.5433], [2.3683, 0.0153, 0.1970], [3.5097, 0.7934, 0.2815], [1.0022, 0.7055, -0.3101], [0.1585, 1.2625, 0.7828], [-0.6665, 0.2903, 1.7500], [-1.6975, 1.0456, 2.3965], [0.2053, -0.4709, 2.5874], [-1.5685, -1.0160, 0.7687], [-2.1408, -1.7978, 1.7199], [-0.7152, -1.7926, 0.0691], [-2.7375, -0.5568, -0.1498], [-3.5577, 0.2786, 0.4934], [-3.4348, -1.6835, -0.4516], [-2.3715, 0.0913, -1.5101], [-1.5630, -0.6744, -2.2215], [-3.5176, 0.2360, -2.1953], [-1.8474, 1.2991, -1.3336], [1.3651, 1.9078, -1.2327], [1.3680, 1.6254, -2.4415], [1.5851, 2.9826, -0.6682], [1.9015, -1.8010, 1.4123], [3.5289, -1.7436, 0.7696], [2.1937, -2.1365, -0.3045], [4.0767, 0.5995, -0.4711], [0.4815, 0.0141, -0.9662], [-0.4142, 2.0439, 0.4844]], "nbo_charge": [-1.038, 1.096, -0.923, -0.548, -0.828, 2.279, -0.939, -0.929, 0.377, -0.312, -0.308, 0.545, -0.287, -0.311, 0.927, -0.288, -0.314, -0.295, 0.762, -0.772, -0.749, 0.264, 0.213, 0.233, 0.500, 0.211, 0.437]}



No. 2
{"formula": "C6H13N2O", "method": "the ωB97M-V functional and the def2-TZVPD basis", "e_tot_ha": -420.845558, "smiles": "C=C/[NH+]=C(/C)N(C)CO", "charge": 1, "homo_energy_ha": -0.4799, "homo_lumo_gap_ev": 9.30, "symbols": ["C", "C", "N", "C", "C", "N", "C", "C", "O", "H", "H", "H", "H", "H", "H", "H", "H", "H", "H", "H", "H", "H"], "positions_angstrom": [[-2.6171, 1.9293, -0.8787], [-1.4743, 1.2338, -0.9048], [-1.3302, 0.2448, 0.0859], [-0.2650, -0.3277, 0.6690], [-0.4895, -0.7016, 2.1002], [0.8699, -0.4942, 0.0092], [2.1595, -0.5411, 0.7566], [1.1790, -0.9223, -1.3410], [1.0126, 0.1685, -2.2349], [-2.5309, 2.7886, -1.4891], [-3.3551, 1.8796, -0.0905], [-0.7007, 1.1507, -1.7643], [-2.2356, 0.3014, 0.7265], [-0.0472, -1.6499, 2.3679], [-1.5581, -1.0182, 2.2580], [-0.4371, 0.1439, 2.7138], [2.1744, 0.1943, 1.5778], [2.5192, -1.5175, 0.9736], [2.8983, -0.2962, 0.0270], [0.4084, -1.6354, -1.6499], [2.0551, -1.5353, -1.3785], [1.7643, 0.6045, -2.5337]], "nbo_charge": [-0.385, -0.056, -0.529, 0.596, -0.703, -0.401, -0.416, 0.089, -0.716, 0.235, 0.210, 0.275, 0.425, 0.264, 0.262, 0.268, 0.232, 0.222, 0.220, 0.199, 0.212, 0.496]}



No. 3
{"formula": "C14H42O7", "method": "the ωB97M-V functional and the def2-TZVPD basis", "e_tot_ha": -1084.752186, "smiles": "CCO.CCO.CCO.CCO.CCO.CCO.CCO", "charge": 0, "homo_energy_ha": -0.3602, "homo_lumo_gap_ev": 10.09, "symbols": ["C", "C", "O", "H", "H", "H", "H", "H", "H", "C", "C", "O", "H", "H", "H", "H", "H", "H", "C", "C", "O", "H", "H", "H", "H", "H", "H", "C", "C", "O", "H", "H", "H", "H", "H", "H", "C", "C", "O", "H", "H", "H", "H", "H", "H", "C", "C", "O", "H", "H", "H", "H", "H", "H", "C", "C", "O", "H", "H", "H", "H", "H", "H"], "positions_angstrom": [[-1.5588, 3.4799, 2.7053], [-0.9222, 3.8894, 1.4158], [-1.8720, 4.5357, 0.5941], [-2.0037, 4.2435, 3.4708], [-0.7018, 3.2116, 3.1616], [-2.2160, 2.5482, 2.5933], [-0.3990, 3.1426, 0.9566], [-0.0538, 4.6624, 1.7122], [-1.4485, 4.7311, -0.1213], [4.5577, 2.3683, 1.6330], [3.0552, 2.0388, 1.6170], [2.5768, 1.6015, 0.3525], [4.9333, 2.4686, 2.6127], [4.5971, 3.3409, 1.3089], [5.2007, 1.5874, 0.9267], [2.5822, 2.9256, 2.1874], [2.9823, 1.1897, 2.1706], [1.7906, 1.4727, 0.4639], [-0.3880, 0.3005, -1.0732], [-0.8096, 0.1437, 0.4649], [0.2788, 0.5618, 1.2127], [0.5509, -0.4566, -1.4227], [-0.1421, 1.1296, -1.1352], [-1.1153, -0.0294, -1.7119], [-1.1764, -0.9749, 0.3983], [-1.4370, 0.7886, 0.7277], [0.2016, 0.3994, 2.0855], [0.7983, 2.2428, -5.0531], [-0.6386, 1.6423, -5.1184], [-1.3635, 2.2343, -4.0294], [1.5963, 1.5985, -4.3540], [1.0052, 3.3506, -5.0942], [1.3709, 2.0741, -5.9717], [-0.8679, 0.5294, -5.2475], [-1.2339, 2.0191, -6.0162], [-2.0443, 1.6781, -3.9092], [-3.3403, -2.7056, -2.0541], [-2.1753, -2.8086, -3.0510], [-2.6932, -3.5537, -4.2833], [-3.7754, -3.7955, -1.7129], [-4.2409, -2.3357, -2.3494], [-3.2398, -2.1223, -1.0745], [-1.2819, -3.4038, -2.5713], [-2.0225, -1.6973, -3.3171], [-3.2156, -3.0961, -4.6778], [1.5666, -1.2289, 4.0534], [0.1002, -1.2361, 4.4496], [-0.5084, -0.1965, 3.7133], [1.6908, -1.3548, 2.8557], [2.1977, -2.0521, 4.6106], [2.0154, -0.3518, 4.4204], [-0.0870, -0.8535, 5.5228], [-0.3355, -2.2143, 3.9739], [-1.5781, -0.1582, 3.7540], [0.8490, -3.2335, 0.0825], [0.5359, -4.4430, 0.8430], [0.6404, -5.5553, -0.1520], [0.4187, -2.3318, 0.7334], [0.3947, -3.3597, -0.9773], [1.7534, -3.1705, -0.4869], [-0.5345, -4.3210, 1.3104], [1.1740, -4.7802, 1.7740], [0.0062, -6.3101, 0.0972]], "nbo_charge": [-0.621, -0.053, -0.700, 0.221, 0.208, 0.191, 0.173, 0.129, 0.451, -0.608, -0.071, -0.687, 0.205, 0.198, 0.207, 0.146, 0.151, 0.452, -0.524, -0.045, -0.760, 0.185, 0.156, 0.189, 0.147, 0.150, 0.498, -0.666, -0.087, -0.714, 0.221, 0.242, 0.217, 0.179, 0.159, 0.452, -0.651, -0.095, -0.698, 0.204, 0.208, 0.216, 0.218, 0.171, 0.427, -0.643, -0.081, -0.782, 0.228, 0.224, 0.212, 0.190, 0.174, 0.491, -0.681, -0.072, -0.753, 0.225, 0.230, 0.242, 0.159, 0.175, 0.473]}



No. 4
{"formula": "CH8F2FeO7", "method": "the ωB97M-V functional and the def2-TZVPD basis", "e_tot_ha": -2033.014882, "charge": -2, "homo_energy_ha": [0.0786, 0.0791], "spin_multiplicity": 5, "homo_lumo_gap_ev": [2.36, 2.32], "symbols": ["Fe", "F", "F", "C", "O", "O", "O", "O", "H", "H", "O", "H", "H", "O", "H", "H", "O", "H", "H"], "positions_angstrom": [[0.7417, 0.7056, -0.0249], [0.2513, 2.7211, 0.2857], [1.8795, 0.6433, -1.8952], [-1.5854, 0.7122, -2.2621], [-0.9820, 0.4125, -1.2085], [-2.7089, 1.2469, -2.2461], [-1.0151, 0.6134, -3.3427], [2.6188, 0.4149, 0.9289], [2.9152, 0.2921, 1.8307], [3.4255, 0.4910, 0.4193], [-0.0723, 0.2392, 1.9493], [-0.7796, 0.7532, 2.3390], [-0.2194, -0.6514, 2.2677], [1.0355, -1.6088, -0.1157], [0.4068, -2.1731, -0.5656], [1.6535, -2.2154, 0.2922], [-2.4311, -0.9806, 0.8114], [-3.2677, -1.0803, 0.3571], [-1.8664, -0.5357, 0.1794]], "mulliken_spin": [3.814, 0.052, 0.041, 0.001, 0.038, 0.006, 0.005, 0.006, 0.007, -0.002, 0.014, 0.000, 0.001, 0.013, -0.002, 0.003, 0.001, 0.000, 0.001]}



No. 5
{"formula": "C5H9NOSe", "method": "the ωB97M-V functional and the def2-TZVPD basis", "e_tot_ha": -2727.207143, "charge": 0, "homo_energy_ha": -0.3240, "homo_lumo_gap_ev": 9.18, "symbols": ["C", "C", "C", "C", "C", "N", "O", "Se", "H", "H", "H", "H", "H", "H", "H", "H", "H"], "positions_angstrom": [[0.1365, 1.7721, 0.4712], [-2.0978, -0.6075, 0.6735], [2.7237, 1.1638, -0.8126], [-0.5878, -0.7264, 0.9753], [0.2986, -0.1566, -0.1022], [-0.0171, 2.8857, 0.6309], [0.1318, -0.2392, -1.4025], [2.1759, -0.2963, 0.4459], [-2.3645, 0.4655, 1.0265], [-2.8115, -1.3080, 1.2061], [-2.3939, -0.4508, -0.3907], [3.7830, 1.4714, -0.6201], [2.9223, 0.6440, -1.8114], [2.0229, 1.8898, -0.6472], [-0.4177, -0.3815, 1.9073], [-0.5670, -1.8876, 1.0180], [-0.7363, -0.7128, -1.5065]], "nbo_charge": [0.077, -0.641, -0.750, -0.501, 0.283, -0.448, -0.658, 0.298, 0.233, 0.237, 0.201, 0.235, 0.234, 0.230, 0.250, 0.226, 0.494]}



No. 6
{"formula": "C5H9NO", "method": "the ωB97M-V functional and the def2-TZVPD basis", "e_tot_ha": -325.858555, "smiles": "C[C@H]1N[C@H]1CC=O", "charge": 0, "homo_energy_ha": -0.3609, "homo_lumo_gap_ev": 10.83, "symbols": ["C", "C", "N", "C", "C", "C", "O", "H", "H", "H", "H", "H", "H", "H", "H", "H"], "positions_angstrom": [[-1.2337, 0.0150, 1.3417], [-1.1822, 0.0324, -0.1694], [-0.9465, 1.3569, -0.7537], [0.0698, 0.3220, -0.9092], [1.4055, 0.3487, -0.1803], [1.7384, -1.1281, -0.1298], [2.1442, -1.7368, -1.0922], [-0.7424, 0.9116, 1.7293], [-2.2706, 0.0363, 1.6902], [-0.7516, -0.8719, 1.7713], [-1.8771, -0.6398, -0.6723], [-1.4593, 1.4597, -1.6270], [0.1673, -0.1204, -1.9015], [1.3180, 0.7650, 0.8281], [2.1693, 0.8995, -0.7400], [1.4508, -1.6500, 0.8145]], "nbo_charge": [-0.628, -0.090, -0.589, -0.078, -0.523, 0.450, -0.522, 0.222, 0.221, 0.206, 0.197, 0.357, 0.209, 0.223, 0.236, 0.108]}



No. 7
{"formula": "C4H10NO", "method": "the ωB97M-V functional and the def2-TZVPD basis", "e_tot_ha": -288.316538, "smiles": "CN[C@@H](C)C[O-]", "charge": -1, "homo_energy_ha": -0.0719, "homo_lumo_gap_ev": 5.99, "symbols": ["C", "N", "C", "C", "C", "O", "H", "H", "H", "H", "H", "H", "H", "H", "H", "H"], "positions_angstrom": [[-0.0678, 1.9780, -0.8605], [-0.2651, 0.5042, -0.9082], [-0.2821, -0.2798, 0.3116], [-0.9840, -1.6705, 0.2925], [1.2009, -0.5121, 0.8545], [1.0838, -0.9640, 2.1769], [-1.0471, 2.3933, -0.5986], [0.1062, 2.4428, -1.8825], [0.7599, 2.3609, -0.2514], [0.1578, 0.0001, -1.5416], [-0.8455, 0.4267, 0.8856], [-1.3997, -1.5508, -0.6818], [-0.1473, -2.3569, 0.4153], [-1.7538, -1.7588, 1.0492], [1.5919, -1.2552, 0.1069], [1.8918, 0.2421, 0.6321]], "nbo_charge": [-0.409, -0.662, -0.051, -0.636, -0.046, -0.982, 0.179, 0.177, 0.177, 0.335, 0.155, 0.186, 0.233, 0.203, 0.042, 0.099]}



No. 8
{"formula": "C22H42LiN4O3Si3", "method": "the ωB97M-V functional and the def2-TZVPD basis", "e_tot_ha": -2184.399812, "charge": -1, "homo_energy_ha": -0.1537, "homo_lumo_gap_ev": 6.33, "symbols": ["Li", "C", "O", "C", "C", "O", "C", "C", "O", "C", "H", "H", "H", "H", "H", "H", "H", "H", "H", "H", "H", "H", "H", "H", "C", "Si", "C", "C", "C", "Si", "C", "C", "C", "Si", "C", "C", "C", "C", "C", "C", "C", "N", "H", "H", "H", "H", "H", "H", "H", "H", "H", "H", "H", "H", "H", "H", "H", "H", "H", "H", "H", "H", "H", "H", "H", "H", "H", "H", "H", "H", "N", "C", "N", "C", "N"], "positions_angstrom": [[-0.4378, 0.5661, -1.0354], [-1.1942, 2.3414, 1.7073], [-1.3674, 1.3968, 0.6718], [-2.7332, 1.0468, 0.4459], [-3.4182, 2.0608, -0.4341], [-2.7444, 2.0500, -1.6721], [-2.6178, 3.2861, -2.3301], [-1.6715, 4.2571, -1.6535], [-0.4375, 3.6285, -1.3949], [0.4887, 4.5053, -0.7923], [-0.1495, 2.6504, 1.6997], [-1.4247, 1.8962, 2.6783], [-1.8253, 3.2237, 1.5556], [-2.7362, 0.0688, -0.0455], [-3.2705, 0.9513, 1.3945], [-4.4655, 1.7722, -0.5693], [-3.3989, 3.0521, 0.0309], [-2.2435, 3.0508, -3.3254], [-3.5931, 3.7771, -2.4329], [-1.5301, 5.1112, -2.3292], [-2.0974, 4.6537, -0.7211], [0.7573, 5.3276, -1.4656], [0.0807, 4.9344, 0.1305], [1.3839, 3.9322, -0.5534], [-1.6049, -3.2298, -0.8996], [-0.8347, -2.9596, 0.7990], [-0.0826, -4.6381, 1.2585], [-2.3140, -2.8209, 1.9756], [0.3120, -1.5658, 0.9055], [0.6240, -0.8134, 2.5099], [1.5073, -1.8666, 3.8152], [1.7350, 0.7178, 2.3220], [-0.9218, -0.2677, 3.4693], [1.8116, -1.7531, -0.0506], [1.6362, -2.6759, -1.6812], [3.2976, -2.5426, 0.8211], [2.5329, -0.0820, -0.6837], [3.9050, 0.1770, -0.7735], [4.3625, 1.3083, -1.4299], [3.4395, 2.1707, -2.0069], [2.0961, 1.8721, -1.8662], [1.6500, 0.7952, -1.2100], [-2.5318, -3.8089, -0.8111], [-0.9334, -3.7838, -1.5665], [-1.8364, -2.2839, -1.3989], [-0.7914, -5.4582, 1.0890], [0.2148, -4.6530, 2.3155], [0.8170, -4.8409, 0.6621], [-3.0510, -3.5905, 1.7189], [-2.8089, -1.8443, 1.9131], [-2.0149, -2.9749, 3.0200], [2.5467, -2.0784, 3.5440], [0.9938, -2.8319, 3.9258], [1.5019, -1.3667, 4.7922], [2.7954, 0.4284, 2.2998], [1.6031, 1.4303, 3.1459], [1.5185, 1.2281, 1.3753], [-1.2915, -1.0944, 4.0881], [-1.7399, 0.0284, 2.8057], [-0.6924, 0.5697, 4.1403], [1.3269, -3.7183, -1.5287], [2.5913, -2.6784, -2.2193], [0.8843, -2.1865, -2.3135], [2.9674, -3.4602, 1.3252], [3.7150, -1.8816, 1.5925], [4.1023, -2.8097, 0.1249], [4.6068, -0.5168, -0.3254], [5.4250, 1.5107, -1.5026], [3.7482, 3.0512, -2.5552], [1.3339, 2.5177, -2.2983], [-2.3741, -2.3140, -6.4071], [-1.8825, -1.4562, -5.7917], [-1.3189, -0.4355, -5.1913], [-1.0894, -0.1919, -3.9507], [-0.8415, 0.1283, -2.8526]], "lowdin_charge": [0.525, -0.096, -0.256, -0.182, -0.186, -0.148, -0.178, -0.212, -0.203, -0.107, 0.085, 0.063, 0.088, 0.132, 0.129, 0.133, 0.113, 0.133, 0.129, 0.129, 0.116, 0.093, 0.089, 0.077, -0.185, 0.323, -0.192, -0.192, -0.460, 0.344, -0.188, -0.183, -0.196, 0.387, -0.172, -0.192, -0.292, -0.071, -0.077, -0.074, -0.163, 0.011, 0.024, 0.018, 0.010, 0.022, 0.016, 0.013, 0.023, 0.011, 0.019, 0.007, 0.019, 0.022, 0.027, 0.026, 0.002, 0.023, -0.006, 0.029, 0.020, 0.031, 0.022, 0.027, 0.015, 0.023, 0.091, 0.099, 0.097, 0.095, 0.039, -0.452, 0.032, -0.388, 0.049]}